[1]
Density functional theory data (the ωB97M-V functional and the def2-TZVPD basis) for an isolated molecule of C20H28FN3O3.

ΔE to the lowest compared entry with this formula, charge and spin = 1.11 kJ/mol
DFT total energy = -1268.792556 Ha

The geometry in XYZ format:
```
55
Properties=species:S:1:pos:R:3:forces:R:3
O -1.7660 -0.4540 2.8977 0.291 -0.011 0.393
C -2.2960 -0.4276 1.8057 -0.410 0.467 -0.211
N -2.3503 -1.5011 0.9893 -0.121 -0.420 -0.185
C -1.6642 -2.7383 1.3196 0.089 0.030 0.094
C -0.2654 -2.7429 0.7559 0.076 -0.065 0.020
C 0.7838 -2.2006 1.4903 -0.023 -0.024 0.085
C 2.0643 -2.1538 0.9641 -0.077 -0.063 -0.002
C 2.3131 -2.6443 -0.3072 -0.058 -0.104 -0.173
C 1.2589 -3.1710 -1.0302 -0.008 0.077 0.079
F 1.4891 -3.6429 -2.2742 -0.014 0.030 0.097
C -0.0263 -3.2265 -0.5235 0.153 -0.056 -0.023
C -2.9334 0.8528 1.2627 0.221 0.068 0.182
C -4.2733 0.6455 0.5393 -0.051 0.105 -0.041
C -4.1637 0.9523 -0.9603 -0.174 -0.184 -0.091
C -2.9003 0.3639 -1.5520 -0.246 0.376 0.059
O -2.8911 -0.3931 -2.5041 -0.102 -0.319 -0.330
N -1.7772 0.7471 -0.8957 0.144 -0.040 -0.086
C -0.4916 0.2263 -1.3119 0.281 -0.123 -0.415
C 0.3534 1.2331 -2.0994 0.040 0.022 0.345
C 1.0915 2.3190 -1.2936 -0.053 -0.028 -0.340
N 2.1826 1.9187 -0.4269 0.031 -0.078 0.102
C 1.8560 1.5255 0.9289 0.308 -0.039 0.206
C 3.1509 1.4845 1.7449 -0.445 0.149 0.129
O 4.0760 0.5819 1.1864 0.062 -0.189 0.070
C 4.3859 0.9557 -0.1358 -0.047 -0.013 -0.445
C 3.1321 0.9929 -1.0123 0.244 0.041 0.256
C -1.9102 1.5136 0.3174 -0.222 0.232 0.374
H -2.6677 -1.3990 0.0382 -0.013 0.036 0.081
H -2.2457 -3.5730 0.9222 0.047 0.033 0.080
H -1.6289 -2.7967 2.4099 -0.052 -0.097 -0.161
H 0.5860 -1.8088 2.4768 -0.036 0.036 0.120
H 2.8735 -1.7225 1.5336 0.070 0.041 0.034
H 3.3031 -2.6242 -0.7348 0.097 -0.011 -0.080
H -0.8194 -3.6448 -1.1240 -0.096 -0.069 -0.104
H -3.0593 1.5082 2.1288 0.057 -0.155 -0.051
H -4.6167 -0.3815 0.6753 -0.044 0.063 0.007
H -5.0334 1.2959 0.9746 0.009 -0.076 0.017
H -5.0203 0.5481 -1.4995 0.122 0.061 -0.049
H -4.1426 2.0330 -1.1179 -0.006 0.027 -0.002
H 0.0471 -0.1466 -0.4388 -0.028 -0.056 -0.001
H -0.7107 -0.6188 -1.9722 0.085 0.074 0.208
H -0.3026 1.7360 -2.8133 0.021 -0.028 -0.094
H 1.0874 0.6705 -2.6777 0.021 -0.007 -0.093
H 1.5241 3.0106 -2.0278 -0.155 0.042 0.036
H 0.3829 2.8881 -0.6889 -0.009 0.099 -0.016
H 1.1863 2.2695 1.3659 -0.033 -0.026 0.033
H 1.3859 0.5298 0.9917 -0.026 0.129 0.043
H 2.9535 1.1377 2.7606 -0.006 0.064 -0.020
H 3.5890 2.4930 1.7783 -0.046 -0.057 0.026
H 5.0957 0.2144 -0.5069 -0.006 0.067 -0.030
H 4.8581 1.9493 -0.1388 -0.013 -0.075 -0.031
H 3.3986 1.3448 -2.0108 0.029 -0.061 -0.060
H 2.7233 -0.0290 -1.0853 0.051 0.075 -0.090
H -2.2350 2.5373 0.0928 0.106 -0.021 0.107
H -0.9408 1.5617 0.8128 -0.035 0.051 -0.058
```
Positions in Å, forces in eV/Å.

=====

[2]
Density functional theory data (the ωB97M-V functional and the def2-TZVPD basis) for a cluster of 3 separate species, C20H28FN3O5S in total.

ΔE to the lowest compared entry with this formula, charge and spin = 460.87 kJ/mol
DFT total energy = -1817.313963 Ha

The geometry in XYZ format:
```
58
Properties=species:S:1:pos:R:3:forces:R:3
C 4.1014 -0.9795 1.2019 -1.549 -0.272 -0.518
S 4.1752 0.7433 0.5315 2.935 0.814 0.553
O 4.5571 1.6710 1.6082 -1.181 -1.282 -1.165
O 5.0988 0.7592 -0.6201 -2.267 -0.529 1.315
C 2.4221 1.1205 0.0619 -0.722 -0.127 -0.176
N 1.4715 0.5717 0.8487 0.529 1.878 -2.953
C 0.2013 0.8779 0.3893 -1.788 -0.335 0.478
C -0.9612 0.3180 1.1514 -1.024 0.897 -1.523
C -2.3198 0.5488 0.7276 1.901 0.524 -0.651
C -2.6188 1.3504 -0.5007 2.786 0.554 -0.274
C -4.0416 1.6299 -1.0791 -0.279 -0.117 0.451
C -5.2327 1.1414 -0.1705 -0.011 -0.135 -1.154
C -5.3229 -0.4116 0.0375 -0.515 -0.495 1.169
N -4.5945 -1.3915 -0.7169 0.707 1.785 0.779
O -6.0446 -0.8171 0.9361 0.568 0.527 -0.793
C -1.4822 1.9205 -1.2203 -0.491 -1.293 1.556
C -0.0581 1.6999 -0.8022 -2.254 -0.063 0.075
N 0.9249 2.2979 -1.5831 1.833 -1.886 2.552
C 2.1384 1.9811 -1.1181 -0.328 0.247 -0.365
F 3.2051 2.5033 -1.7988 -1.578 -0.799 1.135
H 5.0758 -1.5130 1.0960 -0.670 0.922 0.061
H 3.6915 -0.9839 2.2439 0.625 0.265 -0.909
H 3.3224 -1.4978 0.5648 0.985 0.436 0.597
H -0.7593 -0.3115 2.0573 -0.126 0.797 -1.055
H -3.1395 0.1094 1.3402 0.731 0.461 -0.610
H -4.1466 1.1385 -2.0906 0.232 0.451 0.986
H -4.1868 2.7355 -1.2626 0.395 -1.139 0.238
H -5.2667 1.6460 0.8357 0.188 -0.742 -0.975
H -6.1888 1.4407 -0.6974 0.949 -0.360 0.607
H -4.1834 -2.0145 -0.0047 -0.598 -0.186 -0.645
H -3.8182 -0.9699 -1.2429 -0.479 -0.274 0.161
H -1.6776 2.5276 -2.1448 0.389 -0.657 1.079
C 6.9671 3.4528 -0.5532 -0.057 -0.215 -0.162
C 8.1447 3.7778 0.3463 -0.016 0.166 0.299
C 9.1725 4.2839 -0.6496 0.153 -0.056 -0.208
O 8.4435 4.8948 -1.7202 -0.082 -0.130 0.167
C 7.0554 4.5582 -1.5898 -0.027 0.243 -0.016
H 6.0089 3.4323 -0.0351 0.063 -0.033 -0.022
H 7.1190 2.4797 -1.0272 -0.092 0.047 0.037
H 7.8720 4.5787 1.0404 0.040 -0.049 0.003
H 8.4991 2.9274 0.9297 -0.005 0.032 -0.038
H 9.7600 3.4596 -1.0687 0.050 -0.019 0.087
H 9.8585 5.0123 -0.2119 -0.018 0.031 -0.108
H 6.5220 5.4565 -1.2590 -0.088 -0.038 -0.019
H 6.6585 4.2560 -2.5608 0.094 0.060 -0.018
C -6.4060 -5.9971 -0.0717 0.141 -0.146 -0.263
C -6.0922 -6.4280 1.3487 -0.206 -0.074 0.254
C -4.9404 -5.5062 1.7096 0.267 0.083 -0.035
O -5.1390 -4.2902 0.9775 -0.030 -0.242 -0.082
C -6.1632 -4.5006 -0.0051 -0.191 0.294 0.041
H -7.4160 -6.2502 -0.3954 0.038 0.042 0.020
H -5.6982 -6.4609 -0.7655 -0.058 0.012 0.006
H -6.9503 -6.2251 1.9960 0.053 -0.030 -0.006
H -5.8374 -7.4842 1.4419 0.019 0.054 0.006
H -3.9790 -5.9316 1.4014 -0.006 -0.085 0.072
H -4.8969 -5.2871 2.7783 0.020 0.094 -0.060
H -7.0601 -3.9673 0.3261 -0.006 0.014 -0.085
H -5.8445 -4.0836 -0.9618 0.049 0.077 0.101
```
Positions in Å, forces in eV/Å.

=====

[3]
Density functional theory data (the ωB97M-V functional and the def2-TZVPD basis) for a structure of composition C20H28MnN2S2Se2.

<S²> = 0.8170
DFT total energy = -7638.076803 Ha
total charge = +2
2S+1 = 2

The geometry in XYZ format:
```
55
Properties=species:S:1:pos:R:3:forces:R:3
Mn 0.0495 -0.1810 -0.8263 -0.531 0.272 -0.141
C 1.1300 1.9183 1.0855 0.123 -0.081 0.024
N -0.1982 1.3696 0.7009 -0.181 0.064 0.070
C -0.8605 0.7517 1.9072 -0.018 -0.072 -0.020
C -1.0085 -0.7581 1.7883 0.075 -0.011 0.089
N -1.3404 -1.1431 0.3961 0.335 -0.083 0.008
C -2.7221 -0.6908 0.0534 -0.077 0.074 -0.076
C -1.2973 -2.5974 0.2015 -0.033 -0.082 -0.039
C -1.8252 -3.4900 1.1191 0.033 0.087 -0.055
C -1.8053 -4.8490 0.8334 0.022 -0.012 -0.027
C -1.2756 -5.3129 -0.3633 -0.022 -0.021 0.032
C -0.7585 -4.4219 -1.2872 0.004 0.061 0.008
C -0.7680 -3.0600 -1.0007 -0.047 0.035 0.028
S -0.1034 -1.8909 -2.1298 -0.025 -0.035 0.027
C -1.0077 2.5074 0.2326 0.035 0.021 -0.112
C -1.3658 3.5520 1.0731 0.038 -0.082 -0.076
C -2.0908 4.6211 0.5670 -0.009 -0.013 -0.034
C -2.4482 4.6630 -0.7765 0.016 0.007 0.044
C -2.0886 3.6307 -1.6211 0.050 -0.090 0.035
C -1.3763 2.5448 -1.1056 0.031 0.031 0.108
S -0.9832 1.1866 -2.1267 0.240 -0.291 0.258
H 1.0235 2.6766 1.8628 0.009 -0.015 -0.009
H 1.7630 1.1159 1.4578 -0.074 0.115 -0.058
H 1.5850 2.3797 0.2124 -0.008 -0.025 0.069
H -0.2857 0.9844 2.8057 -0.026 0.007 -0.022
H -1.8381 1.2121 2.0344 0.015 -0.035 -0.047
H -0.0964 -1.2877 2.0757 -0.109 0.074 -0.044
H -1.7927 -1.0842 2.4758 0.018 0.017 0.012
H -3.4325 -1.1403 0.7493 0.001 -0.004 -0.002
H -2.7914 0.3944 0.1088 -0.003 -0.024 -0.002
H -2.9539 -1.0132 -0.9592 -0.002 0.014 0.033
H -2.2632 -3.1499 2.0470 -0.002 0.008 0.036
H -2.2132 -5.5474 1.5494 -0.015 -0.025 0.028
H -1.2668 -6.3722 -0.5758 -0.004 -0.024 -0.007
H -0.3442 -4.7717 -2.2226 0.010 -0.012 -0.034
H -1.0870 3.5459 2.1181 0.014 -0.006 0.057
H -2.3731 5.4300 1.2253 -0.005 0.028 0.021
H -3.0064 5.5028 -1.1622 -0.031 0.039 -0.013
H -2.3657 3.6477 -2.6664 -0.001 -0.005 -0.031
C 2.9811 -0.9626 1.7875 0.016 0.023 -0.004
Se 1.8660 -1.6458 0.3409 0.045 0.043 0.008
C 3.2476 -1.6649 -1.0387 -0.007 -0.029 0.004
C 3.5057 -0.2835 -1.5905 0.023 -0.012 0.028
Se 1.8714 0.4202 -2.4062 0.214 0.073 -0.111
C 2.3647 2.2982 -2.3732 0.000 0.034 -0.053
H 3.6768 -1.7595 2.0410 -0.015 0.004 -0.012
H 2.3470 -0.7646 2.6502 0.009 0.005 -0.037
H 3.5260 -0.0655 1.5015 -0.031 -0.038 0.003
H 2.9003 -2.3576 -1.8061 0.005 0.027 0.045
H 4.1408 -2.0860 -0.5762 -0.022 0.019 -0.015
H 4.2557 -0.3163 -2.3833 -0.040 0.015 0.016
H 3.8365 0.4171 -0.8226 -0.037 -0.022 -0.034
H 3.1306 2.4249 -3.1374 -0.045 0.003 0.039
H 2.7516 2.5984 -1.4034 0.002 -0.029 -0.041
H 1.4811 2.8746 -2.6410 0.038 -0.021 0.022
```
Positions in Å, forces in eV/Å.

=====

[4]
Density functional theory data (the ωB97M-V functional and the def2-TZVPD basis) for a structure of composition C20H28MoN3O9S.

<S²> = 2.0198
ΔE to the lowest compared entry with this formula, charge and spin = 758.37 kJ/mol
DFT total energy = -2086.366578 Ha
total charge = +1
2S+1 = 3

The geometry in XYZ format:
```
62
Properties=species:S:1:pos:R:3:forces:R:3
Mo -0.1161 -0.0071 -0.0763 3.648 1.479 3.547
O -0.2713 -3.2774 -1.5710 -2.443 -1.254 1.589
C -0.6794 -2.1732 -0.7912 5.705 0.914 -4.733
O -0.1801 -1.9536 0.4136 -4.262 -1.284 7.519
C -1.8735 -1.4338 -1.4119 -2.331 -2.480 0.740
O -2.0339 -0.1548 -0.7493 -0.181 0.058 -1.112
C -1.8192 1.0055 -1.6461 -0.924 0.230 -0.432
C -0.4706 1.0502 -2.4189 -1.697 1.542 -1.983
O -0.4925 1.7346 -3.4220 0.077 -0.253 0.264
O 0.4822 0.3630 -1.9526 1.271 6.007 -0.075
H 0.5622 -3.5243 -1.1546 0.108 -0.120 -0.119
H -2.7657 -2.0340 -1.2071 -0.269 0.421 -0.159
H -1.7562 -1.3464 -2.4898 0.309 0.101 0.125
H -1.8738 1.9011 -1.0241 -0.218 -0.163 0.176
H -2.6468 1.0382 -2.3555 0.193 -0.018 -0.077
C 5.0462 -4.2875 -0.9126 -0.008 0.074 0.035
C 4.9612 -3.4522 0.3620 0.064 -0.154 -0.258
C 3.7302 -2.5598 0.4207 -0.038 -0.155 0.350
N 3.7893 -1.5135 -0.5929 -0.852 0.100 0.250
C 3.1604 -0.3458 -0.5389 1.121 -0.838 -1.419
S 2.2081 0.1628 0.7691 0.004 0.583 0.907
N 3.3403 0.4806 -1.6065 -0.710 0.552 0.907
C 4.0620 0.3753 -2.8037 0.374 -0.532 -1.125
O 3.6346 0.8995 -3.7993 -0.146 0.220 0.385
C 5.3359 -0.3881 -2.8291 0.266 -0.049 0.263
C 5.6385 -1.1337 -3.9663 0.042 -0.080 -0.056
C 6.8234 -1.8543 -4.0269 0.026 0.051 0.103
C 7.7130 -1.8192 -2.9594 -0.065 0.002 -0.049
C 7.4250 -1.0551 -1.8341 -0.058 0.081 -0.035
C 6.2416 -0.3327 -1.7701 0.150 -0.167 0.005
H 5.9037 -4.9586 -0.8661 -0.024 0.020 -0.080
H 5.1696 -3.6618 -1.8012 0.041 -0.044 -0.042
H 4.1489 -4.8966 -1.0430 0.023 0.004 -0.012
H 5.8638 -2.8425 0.4557 -0.058 0.041 0.079
H 4.9376 -4.1257 1.2212 -0.064 0.103 0.036
H 3.6629 -2.1035 1.4074 -0.111 0.139 -0.146
H 2.8165 -3.1410 0.2576 0.034 -0.026 0.119
H 4.0255 -1.8354 -1.5225 0.410 0.101 0.090
H 2.6512 1.2164 -1.6499 -0.145 0.122 -0.125
H 4.9514 -1.1485 -4.8030 -0.053 0.056 0.076
H 7.0570 -2.4357 -4.9093 -0.021 0.013 0.024
H 8.6386 -2.3790 -3.0097 -0.029 0.008 0.011
H 8.1263 -1.0190 -1.0100 -0.008 0.038 -0.032
H 6.0326 0.2706 -0.8943 -0.065 -0.009 -0.033
O 0.3711 -1.2873 -1.2016 1.518 -6.798 -6.901
O -1.5380 0.2377 2.9133 0.399 0.024 -0.998
C -1.1382 1.2766 2.3670 -0.962 0.019 2.439
O -0.6880 1.4636 1.2104 -0.340 0.998 0.774
C -1.2305 2.5163 3.2931 0.303 0.727 -0.145
N -1.8237 2.0755 4.6223 0.274 -1.075 -0.919
C -3.1375 2.7551 4.8271 -0.104 0.247 0.337
C -3.5353 3.1898 3.4304 -0.047 -0.053 -0.162
C -2.2046 3.5789 2.7906 -0.139 0.330 0.006
H -0.2380 2.9181 3.4960 0.021 -0.054 -0.223
H -1.1541 2.1135 5.3856 -0.150 0.316 0.112
H -1.9595 1.0566 4.4020 -0.014 -0.002 0.038
H -2.9651 3.6067 5.4850 -0.105 -0.031 -0.016
H -3.8326 2.0578 5.2893 0.059 0.065 0.082
H -4.2494 4.0111 3.4414 0.011 -0.050 0.058
H -3.9883 2.3554 2.8894 -0.003 0.020 0.039
H -1.8944 4.5649 3.1437 -0.014 -0.032 -0.049
H -2.2757 3.6210 1.7053 0.203 -0.085 0.030
```
Positions in Å, forces in eV/Å.